{
  "formula": "C21H44B2NO18",
  "method": "wB97M-V/def2-TZVPD",
  "total_charge": 1,
  "e_lumo_ha": -0.16909,
  "multiplicity": 1,
  "orbital_gap_ev": 7.48,
  "symbols": ["C", "B", "O", "C", "N", "C", "C", "C", "C", "B", "O", "O", "H", "H", "H", "H", "H", "H", "H", "H", "H", "H", "H", "H", "H", "H", "C", "O", "C", "O", "O", "C", "H", "H", "H", "H", "H", "H", "C", "O", "C", "O", "O", "C", "H", "H", "H", "H", "H", "H", "C", "O", "C", "O", "O", "C", "H", "H", "H", "H", "H", "H", "C", "O", "C", "O", "O", "C", "H", "H", "H", "H", "H", "H", "C", "O", "C", "O", "O", "C", "H", "H", "H", "H", "H", "H"],
  "coordinates": [[0.058, -4.789, -2.191], [-1.422, -4.192, -2.590], [-2.626, -5.080, -2.761], [-1.608, -2.571, -2.778], [-2.190, -2.195, -4.122], [-3.541, -1.960, -4.000], [-3.999, -2.135, -2.410], [-2.603, -2.175, -1.540], [-2.235, -0.937, -0.533], [-0.635, -0.990, -0.052], [0.287, -0.066, -0.757], [-0.111, -1.917, 0.980], [-0.082, -5.879, -1.786], [0.732, -4.767, -3.151], [0.465, -4.127, -1.303], [-3.067, -5.178, -1.847], [-0.516, -2.155, -2.826], [-1.580, -2.152, -4.968], [-4.224, -1.679, -4.908], [-4.641, -3.102, -2.187], [-4.664, -1.200, -2.174], [-2.813, -3.075, -0.787], [-2.481, 0.110, -1.017], [-2.877, -1.071, 0.466], [0.751, 0.557, -0.108], [0.740, -2.299, 0.572], [-1.474, 3.790, 4.992], [-0.648, 3.145, 4.025], [-0.794, 1.797, 3.976], [-1.547, 1.131, 4.669], [0.044, 1.317, 3.022], [-0.003, -0.099, 2.859], [-1.275, 4.864, 4.944], [-2.533, 3.626, 4.766], [-1.233, 3.440, 6.001], [-1.003, -0.419, 2.548], [0.297, -0.605, 3.782], [0.706, -0.372, 2.072], [3.335, -7.589, 0.978], [2.424, -6.495, 0.880], [1.725, -6.248, 2.016], [1.817, -6.867, 3.065], [0.905, -5.192, 1.784], [0.101, -4.816, 2.900], [3.839, -7.696, 0.014], [4.093, -7.393, 1.744], [2.799, -8.519, 1.192], [0.730, -4.509, 3.742], [-0.564, -5.635, 3.191], [-0.514, -3.963, 2.602], [2.960, 1.633, -2.151], [3.784, 2.200, -1.135], [3.968, 3.540, -1.248], [3.499, 4.257, -2.118], [4.764, 3.943, -0.226], [5.045, 5.341, -0.217], [2.881, 0.559, -1.962], [1.953, 2.063, -2.117], [3.410, 1.777, -3.139], [4.122, 5.920, -0.106], [5.579, 5.633, -1.127], [5.689, 5.551, 0.641], [1.375, 4.873, 8.833], [0.175, 5.618, 8.639], [0.357, 6.961, 8.566], [1.426, 7.545, 8.651], [-0.856, 7.541, 8.383], [-0.818, 8.963, 8.287], [1.111, 3.813, 8.877], [2.062, 5.023, 7.994], [1.852, 5.148, 9.780], [-0.219, 9.277, 7.426], [-0.429, 9.402, 9.212], [-1.842, 9.320, 8.141], [-3.251, -2.194, -9.119], [-2.661, -1.085, -9.796], [-1.512, -0.634, -9.233], [-0.975, -1.090, -8.235], [-1.064, 0.412, -9.972], [0.148, 0.992, -9.493], [-4.163, -2.471, -9.655], [-2.574, -3.054, -9.124], [-3.524, -1.920, -8.095], [0.961, 0.260, -9.513], [0.011, 1.394, -8.484], [0.413, 1.818, -10.158]],
  "forces_ev_per_a": [[-1.1, -0.2, 0.5], [-0.7, -2.0, -0.1], [1.5, 2.2, 2.4], [2.3, -0.4, 0.2], [-5.0, 0.7, 2.2], [2.7, -1.1, 0.6], [-0.3, 1.1, -0.8], [-1.1, -0.6, -0.1], [-0.4, 0.1, 0.2], [1.5, 0.4, -0.2], [-1.4, -0.8, 2.8], [0.1, 0.3, -4.3], [0.6, 2.0, -0.9], [-1.0, 0.0, 2.0], [-0.4, -1.3, -1.9], [1.0, -0.1, -2.1], [-2.1, -0.3, 0.6], [-1.0, 0.1, 0.7], [1.5, -0.6, 1.9], [1.3, 2.0, -1.0], [1.2, -1.8, -0.4], [1.0, 1.6, -1.8], [0.5, -2.1, 1.0], [1.1, 0.3, -2.3], [-0.6, -1.4, -1.2], [-1.5, 0.9, 1.2], [-0.4, 0.4, 0.5], [0.1, -1.3, -0.3], [-0.4, 0.1, 0.5], [1.1, 0.9, -1.1], [-0.5, 0.5, 0.6], [0.2, 0.0, 0.2], [0.2, -0.3, -0.2], [0.2, -0.1, 0.1], [-0.2, 0.0, -0.2], [0.1, 0.1, 0.3], [-0.3, 0.0, -0.1], [-0.1, 0.6, 0.6], [0.4, -0.5, 0.0], [-0.8, 0.5, 0.7], [0.3, -0.6, 0.6], [-0.2, 1.1, -1.7], [0.6, -0.6, -0.2], [-0.4, 0.2, 0.5], [-0.3, 0.3, 0.1], [-0.3, -0.1, 0.0], [0.1, 0.2, 0.1], [-0.1, -0.2, -0.1], [0.3, 0.1, 0.1], [0.3, -0.2, -0.2], [-0.2, -0.2, -0.3], [0.2, 0.8, 0.1], [0.0, 0.6, -0.2], [0.6, -1.2, 1.3], [-0.7, -0.7, -0.8], [0.2, 0.6, 0.0], [0.2, 0.2, 0.2], [0.2, 0.1, -0.1], [-0.2, 0.1, 0.2], [0.2, -0.1, -0.2], [-0.3, 0.0, 0.1], [-0.2, -0.4, -0.1], [0.4, -0.3, 0.1], [-0.1, 1.0, -0.1], [0.5, 0.3, 0.1], [-1.6, -0.9, -0.1], [0.8, -0.7, 0.1], [0.0, 0.6, 0.0], [-0.2, 0.3, 0.0], [-0.1, 0.1, 0.2], [0.0, 0.1, -0.3], [0.0, -0.1, 0.3], [0.1, -0.1, -0.2], [0.1, -0.4, 0.0], [-0.2, -0.4, 0.0], [0.9, 0.4, 0.5], [0.1, 0.2, -0.2], [-0.7, 0.5, -1.0], [-0.7, -1.1, 0.7], [0.6, 0.3, 0.1], [0.3, 0.3, -0.1], [-0.1, 0.2, 0.1], [0.2, -0.1, -0.1], [-0.2, 0.1, 0.1], [0.1, -0.2, -0.1], [-0.3, -0.3, 0.0]],
  "lowdin_charge": [-0.02, -0.32, 0.00, -0.16, 0.12, 0.12, -0.05, -0.21, -0.04, -0.45, 0.04, 0.00, 0.10, 0.10, 0.09, 0.13, 0.17, 0.19, 0.17, 0.15, 0.14, 0.16, 0.13, 0.14, 0.13, 0.14, -0.04, -0.01, -0.56, 0.11, 0.00, -0.05, 0.10, 0.10, 0.10, 0.09, 0.12, 0.08, -0.05, -0.02, -0.56, 0.12, -0.03, -0.05, 0.10, 0.10, 0.10, 0.11, 0.10, 0.08, -0.06, -0.01, -0.56, 0.11, -0.01, -0.05, 0.09, 0.09, 0.10, 0.10, 0.10, 0.10, -0.05, -0.02, -0.56, 0.11, -0.01, -0.05, 0.09, 0.10, 0.10, 0.10, 0.10, 0.09, -0.05, 0.00, -0.56, 0.08, 0.00, -0.05, 0.10, 0.10, 0.08, 0.10, 0.10, 0.10]
}

{
  "formula": "C21H44BF4N14O5",
  "method": "wB97M-V/def2-TZVPD",
  "total_charge": -1,
  "e_lumo_ha": 0.06006,
  "multiplicity": 1,
  "orbital_gap_ev": 8.15,
  "symbols": ["B", "F", "F", "F", "F", "C", "O", "N", "N", "H", "H", "H", "H", "C", "O", "N", "N", "H", "H", "H", "H", "C", "O", "N", "N", "H", "H", "H", "H", "C", "O", "N", "N", "H", "H", "H", "H", "C", "O", "N", "N", "H", "H", "H", "H", "C", "C", "C", "C", "N", "H", "H", "H", "H", "H", "H", "H", "C", "C", "C", "C", "N", "H", "H", "H", "H", "H", "H", "H", "N", "C", "C", "C", "C", "H", "H", "H", "H", "H", "N", "C", "C", "C", "C", "H", "H", "H", "H", "H"],
  "coordinates": [[12.908, -8.863, -9.961], [12.879, -10.109, -9.338], [13.986, -8.760, -10.845], [11.690, -8.718, -10.762], [12.859, -7.822, -8.996], [8.720, -13.935, -12.763], [9.032, -14.224, -11.612], [8.134, -14.735, -13.521], [9.090, -12.844, -13.361], [7.482, -14.418, -14.225], [7.928, -15.544, -12.953], [9.640, -12.237, -12.769], [8.969, -12.626, -14.339], [16.973, -6.216, -17.042], [17.609, -6.495, -18.081], [16.015, -5.349, -17.023], [17.135, -6.888, -15.913], [15.403, -5.358, -16.220], [15.916, -4.659, -17.755], [16.632, -6.427, -15.168], [17.845, -7.577, -15.712], [6.348, -6.525, -12.586], [5.477, -5.860, -12.106], [6.797, -6.338, -13.807], [6.791, -7.603, -12.118], [6.349, -5.507, -14.167], [7.798, -6.456, -13.878], [7.725, -7.829, -12.428], [6.424, -8.200, -11.390], [7.540, -10.060, -6.711], [8.288, -11.069, -6.517], [6.217, -10.055, -6.565], [7.848, -8.917, -7.092], [5.696, -9.192, -6.512], [5.783, -10.926, -6.294], [7.189, -8.152, -7.131], [8.777, -8.788, -7.466], [15.610, -14.219, -13.117], [14.850, -14.773, -12.309], [15.643, -12.937, -13.312], [16.549, -14.723, -13.810], [16.330, -12.644, -13.992], [15.225, -12.317, -12.633], [17.165, -14.038, -14.225], [16.647, -15.708, -14.011], [16.782, -2.640, -5.254], [17.426, -2.560, -3.859], [18.813, -3.256, -3.817], [19.834, -2.537, -4.581], [20.620, -1.953, -5.172], [16.483, -3.669, -5.454], [17.304, -2.221, -6.114], [15.933, -1.965, -5.146], [16.783, -2.934, -3.063], [17.624, -1.556, -3.482], [18.752, -4.255, -4.248], [19.202, -3.221, -2.800], [11.308, -9.302, -17.709], [12.385, -10.375, -18.095], [11.818, -11.619, -18.860], [11.031, -11.299, -20.133], [10.441, -11.098, -21.107], [11.434, -8.615, -18.546], [11.334, -8.779, -16.753], [10.301, -9.720, -17.705], [12.831, -10.911, -17.258], [13.161, -9.997, -18.761], [11.169, -12.231, -18.234], [12.685, -12.239, -19.089], [10.011, -1.523, -9.382], [8.905, -0.666, -9.335], [9.211, 0.461, -10.068], [10.587, 0.436, -10.231], [11.056, -0.812, -9.845], [10.125, -2.445, -8.987], [8.043, -1.138, -8.887], [8.447, 1.189, -10.298], [11.343, 1.120, -10.589], [12.068, -1.150, -9.681], [21.062, -8.393, -10.476], [22.056, -7.475, -10.457], [21.474, -6.207, -10.174], [20.152, -6.381, -9.970], [19.950, -7.757, -9.984], [21.134, -9.400, -10.464], [23.026, -7.820, -10.785], [21.960, -5.246, -10.253], [19.418, -5.640, -9.690], [19.058, -8.353, -9.862]],
  "forces_ev_per_a": [[-1.6, 0.3, -0.3], [0.2, 0.1, 0.0], [0.3, 0.2, 0.2], [0.5, -0.1, 0.3], [0.5, -0.3, -0.3], [3.2, 1.9, 4.4], [0.0, 0.2, 0.4], [-4.3, -6.0, -3.6], [1.6, 4.5, -0.6], [0.1, -0.3, 0.1], [-0.7, -0.4, -0.7], [0.0, 0.3, -0.4], [0.1, -0.2, 0.4], [3.5, -3.0, -4.0], [-0.2, 0.7, 1.0], [-3.0, 2.9, 0.6], [-0.5, -0.2, 2.5], [-0.1, 0.6, -0.4], [0.0, -0.4, 0.2], [0.6, -0.8, 0.6], [-0.2, 0.4, -0.4], [-3.2, 2.0, 0.0], [-2.2, 1.6, 1.1], [1.2, 1.9, -3.5], [3.8, -6.4, 3.4], [0.8, 0.3, -0.4], [-0.1, 0.3, -0.8], [-0.3, -0.8, 0.2], [0.0, 0.9, 0.1], [0.4, -7.2, 2.0], [-1.9, 2.5, -0.6], [-3.5, -2.1, 1.1], [4.5, 6.9, -2.6], [0.0, -0.6, 0.0], [-0.1, 0.4, 0.2], [0.5, -0.3, -0.3], [0.0, 0.4, 0.2], [-4.1, -1.0, 4.6], [0.6, -0.1, -1.1], [-0.7, 4.7, -0.2], [4.5, -3.9, -3.5], [-0.7, 1.1, 0.6], [0.1, 0.1, -0.3], [0.3, -1.2, -0.2], [0.0, 0.3, 0.2], [-0.6, 0.8, 1.1], [1.5, 0.1, -0.3], [-0.2, 0.4, 0.1], [-0.6, -0.1, 0.0], [0.5, 0.3, -0.3], [-0.2, 0.2, -0.1], [0.7, -0.2, 0.3], [-0.6, -0.5, -0.4], [-0.1, -0.6, -0.3], [-0.2, 0.4, -0.6], [0.1, -0.2, 0.4], [-0.1, -0.6, 0.1], [0.6, -0.6, -1.0], [-1.1, -1.2, 0.3], [-0.8, 0.9, -0.9], [0.5, -0.3, 0.4], [0.5, -0.1, 1.0], [-0.7, 0.5, 0.3], [0.9, -0.1, -0.1], [0.0, -0.2, -0.4], [0.3, 0.7, 0.3], [0.1, 0.4, 0.4], [-0.1, 0.2, 0.1], [-0.2, -0.1, -0.4], [-0.4, 0.9, 1.0], [0.2, -2.5, -0.9], [-1.4, 0.0, 1.7], [2.5, -0.9, -0.8], [0.3, 0.8, 0.0], [-0.4, 0.3, 0.1], [-0.5, 0.6, -0.4], [0.4, 0.3, 0.0], [-0.6, 0.5, -0.3], [-0.1, -0.1, -0.4], [-0.9, 0.7, 1.9], [0.5, 1.3, -0.7], [3.7, -0.7, -1.4], [-2.3, -1.8, 1.4], [-1.7, -0.4, -1.3], [0.3, 0.3, -0.1], [0.2, 0.6, 0.1], [0.3, -0.2, 0.1], [0.0, -0.1, -0.1], [-0.1, 0.3, 0.1]],
  "lowdin_charge": [-1.21, 0.09, 0.08, -0.01, 0.05, -0.85, 0.04, 0.16, 0.17, 0.12, 0.13, 0.13, 0.11, -0.76, -0.02, 0.16, 0.16, 0.11, 0.13, 0.10, 0.12, -0.85, 0.05, 0.14, 0.18, 0.11, 0.11, 0.12, 0.13, -0.76, -0.01, 0.13, 0.17, 0.10, 0.11, 0.12, 0.14, -0.79, 0.02, 0.15, 0.15, 0.10, 0.13, 0.11, 0.13, -0.10, -0.25, -0.19, -0.25, 0.14, 0.08, 0.07, 0.07, 0.10, 0.10, 0.12, 0.11, -0.09, -0.24, -0.19, -0.21, 0.11, 0.07, 0.07, 0.06, 0.10, 0.10, 0.11, 0.10, 0.00, -0.12, -0.12, -0.13, -0.16, 0.15, 0.10, 0.09, 0.09, 0.11, 0.00, -0.14, -0.13, -0.13, -0.14, 0.15, 0.10, 0.09, 0.10, 0.11]
}

The records above give, respectively, DFT total energy values of -2285.1282; -2393.9426 Eh.